Version i
Entry from the OMol25 dataset: a cluster of 13 separate species, H28NO12 in total (ωB97M-V/def2-TZVPD).

Each line ends with the natural charge from an NBO analysis.
Cartesian coordinates (Å):
1 N 0.385 -0.544 0.130  -0.925
2 H 0.537 -1.165 1.023  0.503
3 H 0.357 0.518 0.176  0.464
4 H -0.571 -0.760 -0.239  0.465
5 H 1.095 -0.710 -0.603  0.447
6 O -1.491 -0.606 2.771  -0.985
7 H -1.552 -1.293 3.510  0.485
8 H -2.023 -0.833 2.046  0.463
9 O 0.660 2.534 1.791  -0.977
10 H 0.964 2.650 0.765  0.489
11 H -0.263 2.466 1.808  0.465
12 O 3.043 1.584 0.418  -0.981
13 H 3.739 1.892 0.955  0.491
14 H 2.956 2.133 -0.378  0.511
15 O -2.644 -0.991 0.650  -0.955
16 H -3.328 -1.722 0.427  0.507
17 H -3.254 -0.220 0.888  0.498
18 O 3.925 -1.063 0.875  -0.983
19 H 3.551 -0.155 0.923  0.502
20 H 4.705 -1.149 1.550  0.500
21 O -2.225 1.950 0.186  -0.962
22 H -2.320 2.925 -0.035  0.493
23 H -3.160 1.790 0.640  0.473
24 O 0.513 -0.990 -3.012  -0.945
25 H 1.368 -1.082 -3.363  0.488
26 H -0.022 -1.509 -3.565  0.498
27 O 2.132 -2.441 2.262  -1.003
28 H 2.684 -1.810 1.850  0.499
29 H 2.204 -3.344 2.118  0.483
30 O -1.105 -3.281 -0.353  -0.926
31 H -0.355 -3.744 -0.285  0.464
32 H -1.399 -3.470 0.538  0.466
33 O -2.564 0.031 -1.999  -0.930
34 H -3.377 -0.011 -2.403  0.472
35 H -2.877 -0.664 -1.382  0.466
36 O -0.594 1.333 -2.633  -1.017
37 H -1.314 1.259 -1.956  0.492
38 H -0.019 0.534 -2.686  0.487
39 O 0.957 3.214 -1.011  -0.962
40 H 0.184 2.664 -1.129  0.484
41 H 0.486 4.098 -1.263  0.496

- frontier orbital gap (eV) = 10.0
- total charge = +1
- HOMO energy (Eh) = -0.486
- LUMO energy (eV) = -3.250

=====

Version ii
Entry from the OMol25 dataset: a cluster of 13 separate species, H28NO12 in total (ωB97M-V/def2-TZVPD).

Each line ends with the natural charge from an NBO analysis.
Cartesian coordinates (Å):
1 N 0.137 -0.275 -0.020  -0.835
2 H 0.781 -0.536 0.637  0.464
3 H 0.287 -0.688 -0.881  0.440
4 H -0.368 0.816 0.101  0.469
5 H -0.644 -0.696 0.245  0.416
6 O -1.749 3.460 0.704  -0.982
7 H -1.781 3.865 -0.195  0.486
8 H -0.726 3.314 0.950  0.516
9 O -2.669 -2.372 1.399  -0.978
10 H -3.345 -2.979 1.811  0.501
11 H -3.172 -1.536 1.232  0.485
12 O 2.029 -1.692 -3.045  -0.981
13 H 1.800 -2.576 -3.474  0.502
14 H 2.744 -1.333 -3.569  0.483
15 O 0.993 3.545 1.111  -0.936
16 H 1.694 4.112 1.076  0.488
17 H 1.269 2.742 0.814  0.479
18 O 1.096 -2.418 0.823  -0.984
19 H 0.564 -2.863 0.208  0.479
20 H 2.046 -2.393 0.392  0.499
21 O -2.173 0.283 -1.457  -1.046
22 H -2.215 1.213 -1.942  0.531
23 H -2.636 -0.545 -1.750  0.519
24 O 3.289 -1.144 -0.049  -0.923
25 H 3.267 -1.328 -0.909  0.467
26 H 3.730 -0.331 -0.179  0.470
27 O -0.917 -2.949 -0.993  -1.004
28 H -1.442 -3.118 -0.166  0.517
29 H -0.904 -3.726 -1.564  0.497
30 O -0.651 0.230 2.947  -0.988
31 H -1.251 -0.473 3.118  0.489
32 H -0.871 1.059 3.453  0.502
33 O -3.547 1.671 1.501  -0.984
34 H -3.498 0.795 1.081  0.437
35 H -2.809 2.259 1.014  0.499
36 O 0.837 1.073 -3.263  -0.938
37 H 1.286 1.961 -3.385  0.481
38 H 1.386 0.468 -2.980  0.457
39 O 2.334 1.195 1.517  -0.960
40 H 3.358 1.182 1.347  0.470
41 H 2.444 0.736 2.356  0.496

- frontier orbital gap (eV) = 9.7
- total charge = +1
- HOMO energy (Eh) = -0.468
- LUMO energy (eV) = -3.042

=====

Energetically preferred structure: version i | next structure: +0.677 eV

=====

Version i
Entry from the OMol25 dataset: the molecule C4H11NO (ωB97M-V/def2-TZVPD).

Each line ends with the natural charge from an NBO analysis.
Cartesian coordinates (Å):
1 C 0.499 0.457 0.056  0.465
2 C 0.468 0.786 -1.424  -0.646
3 C -1.123 0.756 0.713  -0.726
4 C -0.222 -1.852 -0.053  -0.419
5 N 0.811 -0.910 0.305  -0.654
6 O 1.434 1.297 0.665  -0.703
7 H 1.460 1.107 1.611  0.465
8 H 1.059 -1.036 1.283  0.349
9 H 0.334 1.858 -1.537  0.223
10 H 1.418 0.506 -1.878  0.224
11 H -2.038 0.351 0.283  0.215
12 H -1.035 0.645 1.795  0.198
13 H -1.242 1.820 0.515  0.213
14 H -0.337 0.263 -1.931  0.211
15 H 0.039 -2.833 0.343  0.209
16 H -0.330 -1.889 -1.135  0.192
17 H -1.195 -1.326 0.390  0.181

- frontier orbital gap (eV) = 9.5
- HOMO energy (Eh) = -0.315
- LUMO energy (eV) = 0.879
- structure (SMILES) = CNC(C)(C)O

=====

Version ii
Entry from the OMol25 dataset: the molecule C4H11NO (ωB97M-V/def2-TZVPD).

Each line ends with the natural charge from an NBO analysis.
Cartesian coordinates (Å):
1 C -2.016 1.432 -0.674  -0.413
2 N -1.389 0.161 -1.080  -0.620
3 C -0.605 -0.489 -0.049  -0.211
4 C 0.909 -0.305 -0.161  -0.443
5 C 1.670 -1.224 0.798  -0.064
6 O 2.331 -0.495 1.876  -0.727
7 H -2.751 1.653 -1.433  0.202
8 H -2.542 1.287 0.260  0.193
9 H -1.298 2.248 -0.564  0.166
10 H -0.769 0.351 -1.855  0.346
11 H -0.931 -0.145 0.935  0.189
12 H -0.762 -1.571 -0.089  0.180
13 H 1.256 -0.477 -1.169  0.201
14 H 1.142 0.763 0.011  0.190
15 H 2.428 -1.793 0.273  0.173
16 H 0.946 -1.833 1.320  0.176
17 H 2.380 0.437 1.599  0.461

- frontier orbital gap (eV) = 9.8
- HOMO energy (Eh) = -0.325
- LUMO energy (eV) = 0.995
- structure (SMILES) = CNCCCO

=====

Energetically preferred structure: version ii | next structure: +0.275 eV

=====

Version i
Entry from the OMol25 dataset: the molecule C4H11NO (ωB97M-V/def2-TZVPD).

Each line ends with the natural charge from an NBO analysis.
Cartesian coordinates (Å):
1 C 2.209 1.031 -0.661  -0.410
2 N 1.375 0.277 0.273  -0.632
3 C -0.067 0.434 -0.035  -0.247
4 C -0.795 -0.833 0.343  0.085
5 C -2.202 -0.875 -0.217  -0.627
6 O -0.874 -0.920 1.779  -0.725
7 H 3.269 0.959 -0.423  0.203
8 H 1.960 2.106 -0.683  0.164
9 H 2.022 0.649 -1.667  0.190
10 H 1.510 0.671 1.198  0.345
11 H -0.530 1.324 0.367  0.189
12 H -0.026 0.459 -1.132  0.187
13 H -0.221 -1.685 -0.011  0.169
14 H -2.862 -1.469 0.404  0.230
15 H -2.628 0.112 -0.376  0.205
16 H -2.187 -1.308 -1.220  0.210
17 H 0.048 -0.931 2.063  0.463

- frontier orbital gap (eV) = 10.3
- HOMO energy (Eh) = -0.340
- LUMO energy (eV) = 1.045
- structure (SMILES) = CNC[C@H](C)O

=====

Version ii
Entry from the OMol25 dataset: a cluster of 3 separate species, C4H11NO in total (ωB97M-V/def2-TZVPD).

Each line ends with the natural charge from an NBO analysis.
Cartesian coordinates (Å):
1 C 2.438 0.479 -0.108  -0.615
2 C 1.530 -0.659 0.275  -0.432
3 C 0.026 -0.323 0.313  -0.337
4 C -0.736 0.315 -0.631  0.155
5 N -1.809 1.048 -0.172  -0.788
6 H 2.314 0.835 -1.129  0.212
7 H 3.480 0.180 -0.026  0.212
8 H 2.397 1.376 0.503  0.219
9 H 1.670 -1.529 -0.390  0.219
10 H 1.797 -1.030 1.270  0.212
11 H 0.329 1.094 1.479  -0.122
12 H -0.355 -0.862 1.198  0.290
13 H -1.570 1.826 0.448  0.400
14 H -2.402 1.400 -0.921  0.388
15 H -2.887 -1.920 -1.242  0.465
16 H -2.841 -0.723 -0.342  0.469
17 O -3.383 -1.507 -0.527  -0.947

- frontier orbital gap (eV) = 7.5
- HOMO energy (Eh) = -0.306
- LUMO energy (eV) = -0.840

=====

Energetically preferred structure: version i | next structure: +4.752 eV

=====

Version i
Entry from the OMol25 dataset: the molecule C4H5NO3 (ωB97M-V/def2-TZVPD).

Each line ends with the natural charge from an NBO analysis.
Cartesian coordinates (Å):
1 C 0.737 -0.493 0.421  0.619
2 C 0.795 -0.291 -1.098  -0.109
3 C -0.291 -0.240 -2.020  -0.347
4 C -1.524 0.331 -1.645  0.404
5 H 1.165 -0.529 2.331  0.496
6 H -0.577 1.192 0.888  0.427
7 H 1.942 -0.487 -1.521  0.245
8 H -0.042 -0.383 -3.032  0.231
9 H -2.131 0.646 -2.716  0.091
10 N 0.219 0.691 1.006  -0.333
11 O 0.658 0.502 2.390  -0.601
12 O 1.272 -1.326 1.053  -0.572
13 O -1.953 0.685 -0.560  -0.549

- frontier orbital gap (eV) = 8.0
- HOMO energy (Eh) = -0.340
- LUMO energy (eV) = -1.275
- structure (SMILES) = O=C/C=C\C(=O)NO

=====

Version ii
Entry from the OMol25 dataset: a cluster of 2 separate species, C4H5NO3 in total (ωB97M-V/def2-TZVPD).

Each line ends with the natural charge from an NBO analysis.
Cartesian coordinates (Å):
1 C -0.075 0.131 -0.735  0.087
2 C 1.216 0.178 0.096  -0.400
3 C 0.698 -0.063 1.325  0.589
4 C -0.846 -0.687 -0.072  0.398
5 H 0.898 0.932 -2.484  0.384
6 H -0.815 0.687 -2.885  0.411
7 H 2.036 0.636 -0.467  0.238
8 H 0.781 -0.243 3.207  0.479
9 H -2.621 -0.605 0.734  0.445
10 N 0.036 0.677 -2.108  -0.862
11 O 1.299 0.125 2.567  -0.659
12 O -0.451 -0.809 1.338  -0.484
13 O -2.155 -0.958 -0.516  -0.627

- frontier orbital gap (eV) = 7.6
- HOMO energy (Eh) = -0.283
- LUMO energy (eV) = -0.086

=====

Energetically preferred structure: version i | next structure: +0.499 eV